C3H8O2 | ωB97M-V/def2-TZVPD

## Properties
E_tot   -269.5599 a.u.
HOMO-LUMO gap   11.762 eV
SMILES string   O=CO.CC
Energy above the lowest of the compared OMol25 structures with the same formula, charge and spin   22.0 kcal per mole

Structure (ORCA input):
```
! RIJCOSX wB97M-V def2-TZVPD def2/J DEFGRID3
* xyz 0 1
C 0.76 -2.27 -1.43
C 0.08 -1.50 -0.25
H 1.72 -1.88 -1.76
H 0.05 -2.39 -2.24
H 0.93 -3.22 -0.95
H -0.95 -1.30 -0.50
H 0.35 -1.86 0.74
H 0.71 -0.60 -0.11
O 0.47 2.64 1.71
C -0.72 2.68 1.54
O -1.35 3.61 0.84
H -1.37 1.93 2.01
H -0.68 4.17 0.41
*
```

Here are the Löwdin charges for atoms 1 to 8, given in e:
1. C -0.159
2. C -0.168
3. H 0.057
4. H 0.058
5. H 0.046
6. H 0.052
7. H 0.056
8. H 0.059